No. 1
Here is a structure of composition C12H31O11OsP4S4 from the Open Molecules 2025 dataset. Energies are from ωB97M-V/def2-TZVPD.

Results
Charge = 0
LUMO (spin up / spin down) = 0.325 / -0.685 eV
Energy relative to the best compared isomer or geometry (same formula, charge and spin) = 225.0 kJ/mol
<S²> = 0.755
HOMO energy (spin up / spin down) = -8.0 / -7.8 eV
2S+1 = 2

```
63
C12H31O11OsP4S4 | the Open Molecules 2025 dataset | ωB97M-V/def2-TZVPD
Os 1.13123 -0.01292 0.50526
C 5.42585 0.08559 0.14894
C 4.45432 -0.26475 -0.96966
O 5.21306 -0.75421 -2.06535
P 3.47834 1.19872 -1.48379
O 3.08090 0.93341 -2.96160
O 4.51941 2.39250 -1.55202
O 2.36978 1.51682 -0.52517
P 3.18666 -1.48139 -0.37769
O 3.71416 -2.91451 -0.79346
O 1.89804 -1.20053 -1.15511
O 2.94365 -1.26336 1.09904
H 6.16699 0.78856 -0.22740
H 5.93972 -0.81423 0.49004
H 4.89952 0.51581 0.99974
H 4.64098 -0.82567 -2.84171
H 2.10465 0.70399 -3.11413
H 4.20481 3.18136 -1.09216
H 4.50262 -3.21701 -0.32572
C -0.98548 -1.68175 5.68619
C -1.01052 -0.18010 5.52614
O 0.13243 0.25927 4.74544
P 0.02671 0.62240 3.21512
S 1.71033 1.31280 2.42298
S -0.43179 -0.93271 2.00375
O -1.14468 1.68800 3.24012
C -1.35534 2.73269 2.25990
C -1.50305 4.04668 2.98601
H -1.81303 -1.99287 6.32550
H -0.05124 -2.00089 6.14660
H -1.08575 -2.18072 4.72295
H -0.90965 0.32750 6.48348
H -1.92754 0.16757 5.05011
H -2.25250 2.46201 1.70538
H -0.51328 2.75263 1.57000
H -2.33133 4.01111 3.69355
H -1.69854 4.84032 2.26350
H -0.58849 4.28919 3.52719
C -1.12380 -2.74331 -0.81911
C -1.44555 -2.43458 -2.26481
C -0.33621 -2.84603 -3.21054
O -1.84645 -1.04733 -2.40839
P -1.07860 0.34345 -2.48444
S 0.26788 0.41769 -3.89907
S -0.64757 1.06213 -0.60117
O -2.27006 1.31193 -2.89111
C -3.69560 1.21663 -2.64208
C -4.33735 0.26430 -3.63383
C -4.03333 0.89466 -1.19953
H -1.06309 -3.82474 -0.68446
H -1.89343 -2.34972 -0.15545
H -0.16114 -2.31299 -0.54263
H -2.36228 -2.95883 -2.54442
H 0.60937 -2.38248 -2.93383
H -0.57101 -2.57193 -4.23773
H -0.22544 -3.93073 -3.15118
H -4.03143 2.23142 -2.86204
H -4.06513 -0.76737 -3.41817
H -4.02160 0.50626 -4.64821
H -5.42310 0.35990 -3.57580
H -3.70399 -0.10804 -0.92828
H -5.11624 0.95087 -1.07472
H -3.56680 1.60751 -0.52094
```

No. 2
Here is a cluster of 5 separate species, C12H32BI2O5S in total from the Open Molecules 2025 dataset. Energies are from ωB97M-V/def2-TZVPD.

Results
Charge = -1
LUMO = 2.197 eV
HOMO energy = -5.5 eV

```
53
C12H32BI2O5S | the Open Molecules 2025 dataset | ωB97M-V/def2-TZVPD
C 3.54920 -0.06726 0.06997
C 2.08631 -0.44797 0.22665
I 2.06488 -2.63112 0.56395
C 1.36459 0.30771 1.34495
B 0.06266 1.22186 0.85734
C -1.35897 0.47294 1.19861
C -1.62558 -0.72720 0.29412
C -2.74065 -1.66196 0.74256
S -4.41626 -0.95611 0.69591
C 0.09429 2.67218 1.66058
C -0.26645 4.00038 1.06678
O -0.54250 4.99944 1.62414
I -0.21417 4.20058 -1.13875
H 3.58523 0.97655 -0.26658
H 4.07743 -0.68706 -0.65776
H 4.06437 -0.13476 1.03298
H 1.56852 -0.35169 -0.72861
H 2.12723 0.97572 1.78079
H 1.07833 -0.37721 2.15184
H 0.13158 1.37634 -0.35581
H -1.35623 0.12902 2.24984
H -2.18519 1.19852 1.10170
H -0.72392 -1.34895 0.23293
H -1.82769 -0.38031 -0.72668
H -2.54077 -2.02899 1.75490
H -2.80746 -2.53130 0.08181
H -4.15736 0.11480 1.46044
H 1.07822 2.88312 2.11234
H -0.60544 2.62877 2.51259
C 3.33257 -4.20104 -3.52803
O 2.65559 -3.09372 -2.97100
H 3.39070 -4.03670 -4.60350
H 4.35215 -4.30088 -3.14107
H 2.80235 -5.14444 -3.35594
H 2.59584 -3.22223 -2.01309
C -1.32381 -3.82562 -3.11448
O -0.79317 -3.37601 -1.88457
H -2.30827 -3.37107 -3.21718
H -0.70886 -3.51263 -3.96391
H -1.44173 -4.91466 -3.14455
H 0.09285 -3.73607 -1.77017
C 0.11737 -1.88914 5.21146
O -0.01915 -2.19576 3.83799
H 0.38493 -0.83559 5.26896
H -0.81555 -2.03822 5.76471
H 0.91049 -2.47359 5.68938
H -0.25707 -3.12267 3.74045
C -1.97524 7.78085 -2.34160
O -2.29314 7.48755 -3.69967
H -1.58523 8.79678 -2.32216
H -2.86157 7.73351 -1.70252
H -1.22650 7.09278 -1.94747
H -2.58977 6.57254 -3.73553
```

No. 3
Here is a cluster of 10 separate species, C12H32Br4N8O16 in total at a distorted geometry from the Open Molecules 2025 dataset. Energies are from ωB97M-V/def2-TZVPD.

Results
SMILES = C[N+](=O)[O-].C[N+](=O)[O-].C[N+](=O)[O-].C[N+](=O)[O-].C[N+](=O)[O-].C[N+](=O)[O-].C[N+](=O)[O-].C[N+](=O)[O-].BrCCBr.BrCCBr
Charge = 0
LUMO = -0.683 eV
Energy relative to the best compared isomer or geometry (same formula, charge and spin) = 1.1 kJ/mol
HOMO energy = -9.4 eV

```
72
C12H32Br4N8O16 | the Open Molecules 2025 dataset | ωB97M-V/def2-TZVPD
C 1.77345 -3.20863 0.96893
N 2.46845 -3.94168 -0.10155
O 3.08505 -3.31370 -0.94326
O 2.44994 -5.14749 -0.05281
H 0.74615 -3.01481 0.66041
H 2.27643 -2.28253 1.24725
H 1.76606 -3.87670 1.83016
C 0.20629 4.78413 -2.02502
N -0.93709 4.81929 -3.02858
O -1.72076 5.74392 -2.88166
O -1.04281 3.95302 -3.88880
H 0.18173 3.75625 -1.66315
H 0.15068 5.45231 -1.16563
H 1.11760 5.07861 -2.54550
C -1.35495 -0.00466 0.88044
N -0.11909 0.54029 0.29199
O 0.86590 -0.21671 0.26968
O -0.11555 1.66508 -0.19041
H -1.10921 -0.83077 1.54771
H -2.04487 -0.42010 0.14592
H -1.94070 0.76169 1.38809
C -2.65342 -3.67909 -2.90012
N -3.10486 -2.59283 -1.97097
O -2.76499 -1.45988 -2.30939
O -3.87921 -2.89086 -1.05242
H -3.20013 -4.62027 -2.95838
H -1.57345 -3.74920 -2.77039
H -2.84512 -3.21283 -3.86653
C -3.10943 -5.03545 1.20955
N -1.85293 -4.23761 1.04150
O -1.37324 -3.64020 2.01645
O -1.42788 -4.17848 -0.09268
H -2.82900 -6.07911 1.06733
H -3.82107 -4.73427 0.44081
H -3.47360 -4.89894 2.22780
C -3.72389 5.07580 0.08295
N -2.84803 4.07608 0.68158
O -1.77959 4.08091 0.17626
O -3.23507 3.34671 1.57950
H -3.54993 6.05840 0.52149
H -4.75052 4.78963 0.31149
H -3.58509 5.19823 -0.99123
C 2.53568 0.50989 3.15150
N 3.84131 1.17250 3.02972
O 3.98505 1.83116 2.03241
O 4.63558 1.04062 3.95247
H 2.39784 0.04959 2.17312
H 1.81627 1.29199 3.39413
H 2.61717 -0.19074 3.98251
C -0.72029 0.73350 5.76887
N -1.04438 1.68725 4.69949
O -0.51752 1.58752 3.57259
O -1.81541 2.53145 5.04746
H -0.07241 -0.06513 5.40757
H -1.71132 0.30936 5.93031
H -0.28637 1.22643 6.63884
Br 0.11550 1.14601 -3.30623
C 0.28546 -0.79776 -3.78049
C 1.55952 -1.43869 -3.11651
Br 1.51266 -3.38401 -3.54348
H 0.27894 -0.89655 -4.86598
H -0.64053 -1.30687 -3.51317
H 1.63664 -1.47038 -2.02971
H 2.45192 -0.95511 -3.51386
Br 3.53813 3.08005 -1.94685
C 3.30276 1.18725 -1.51884
C 4.51090 0.39789 -1.80818
Br 5.20082 0.67459 -3.72884
H 2.38029 0.88203 -2.01280
H 3.15450 1.14360 -0.43986
H 4.38810 -0.67058 -1.63099
H 5.34098 0.77957 -1.21373
```

No. 4
Here is a cluster of 3 separate species, C12H32FP in total from the Open Molecules 2025 dataset. Energies are from ωB97M-V/def2-TZVPD.

Results
SMILES = CCCCCC.CCCCCC.F[PH4]
Charge = 0
LUMO = 0.745 eV
HOMO energy = -10.7 eV

```
46
C12H32FP | the Open Molecules 2025 dataset | ωB97M-V/def2-TZVPD
C -1.31677 -0.25247 4.08102
C -2.83209 -0.08894 4.13896
C -3.42032 0.59302 2.90477
C -2.90986 2.01260 2.64919
C -3.12161 2.98801 3.80612
C -4.58749 3.18182 4.17917
H -0.80703 0.71093 4.03322
H -0.94324 -0.77693 4.96108
H -1.01878 -0.82886 3.20146
H -3.10438 0.47043 5.03831
H -3.29562 -1.07312 4.24583
H -4.51018 0.60414 2.98814
H -3.19725 -0.01684 2.02247
H -3.41104 2.40522 1.75849
H -1.84408 1.98019 2.40472
H -2.69003 3.95317 3.52921
H -2.56307 2.65044 4.68378
H -5.16309 3.53792 3.32188
H -4.69518 3.91362 4.98056
H -5.04314 2.25182 4.52259
C 1.33859 0.24846 -3.87245
C 1.87437 -1.16549 -4.07027
C 2.71728 -1.66619 -2.89882
C 3.98112 -0.84945 -2.62289
C 4.93877 -0.72447 -3.80725
C 5.46742 -2.06441 -4.30813
H 2.14393 0.97921 -3.78490
H 0.71156 0.55113 -4.71259
H 0.73488 0.30807 -2.96368
H 2.45216 -1.21205 -4.99797
H 1.03218 -1.84964 -4.20737
H 2.98920 -2.71002 -3.07952
H 2.10253 -1.66422 -1.99438
H 4.51246 -1.30984 -1.78396
H 3.70130 0.15218 -2.28533
H 5.78112 -0.09488 -3.50873
H 4.44667 -0.19692 -4.62960
H 5.98073 -2.60279 -3.50823
H 6.17554 -1.92746 -5.12648
H 4.66266 -2.70328 -4.67508
F 0.41446 -1.31666 -0.10906
P -1.26647 -1.28522 -0.09385
H -1.24468 -2.51531 0.57009
H -1.27001 -1.28610 -1.49063
H -1.19440 -0.05505 0.56746
H -2.70912 -1.25579 -0.05735
```